The following is a DFT calculation (ωB97M-V/def2-TZVPD) of a structure of composition C42H49N4STi.

Results
* total charge: +1
* HOMO level: -9.7 eV
* frontier orbital gap: 5.657 eV
* 2S+1: 1
* lowest unoccupied orbital energy: -4.081 eV

Structure (XYZ):
```
97
Properties=species:S:1:pos:R:3:lowdin_charge:R:1
Ti 0.240 0.100 -0.069 0.983
C 3.590 5.143 1.575 -0.086
C 2.238 4.886 2.246 -0.166
C 1.626 3.528 2.059 -0.094
C 0.874 2.875 3.002 -0.119
C 0.534 3.337 4.384 -0.185
C 1.577 2.896 5.416 -0.069
C 0.523 1.599 2.456 -0.211
N 0.989 1.506 1.169 -0.001
C 1.655 2.681 0.897 -0.192
C 2.089 3.022 -0.372 0.080
C 1.803 2.324 -1.534 -0.215
C 1.929 2.850 -2.866 -0.114
C 2.661 4.103 -3.226 -0.177
C 4.181 3.920 -3.181 -0.072
C 1.266 1.988 -3.700 -0.113
C 0.801 0.900 -2.885 -0.212
C 0.275 -0.301 -3.351 0.076
C 0.168 -1.462 -2.610 -0.208
N 0.396 -1.533 -1.250 -0.011
C 0.436 -2.865 -0.925 -0.190
C 0.507 -3.347 0.372 0.079
C 0.422 -2.561 1.509 -0.191
N 0.330 -1.197 1.489 -0.008
C 0.038 -0.796 2.773 -0.205
C 0.020 0.523 3.184 0.078
C -0.050 -1.953 3.630 -0.108
C 0.231 -3.042 2.858 -0.109
C 0.354 -4.471 3.278 -0.178
C 1.809 -4.949 3.295 -0.074
C -0.311 -1.905 5.102 -0.179
C 0.980 -1.746 5.910 -0.068
C 0.246 -3.661 -2.112 -0.109
C 0.034 -2.793 -3.145 -0.108
C -0.198 -3.110 -4.587 -0.178
C 1.113 -3.211 -5.373 -0.067
C 0.310 -5.153 -2.154 -0.177
C 1.745 -5.677 -2.047 -0.073
N 1.140 1.124 -1.573 -0.007
C 1.096 2.082 -5.182 -0.180
C 2.232 1.393 -5.943 -0.067
H 4.090 5.977 2.065 0.078
H 3.497 5.413 0.524 0.059
H 4.242 4.273 1.648 0.087
H 1.515 5.647 1.935 0.127
H 2.364 5.029 3.321 0.106
H -0.452 2.960 4.662 0.113
H 0.447 4.425 4.388 0.114
H 1.625 1.808 5.485 0.062
H 1.338 3.289 6.404 0.080
H 2.571 3.249 5.140 0.079
H 2.591 3.970 -0.490 0.099
H 2.368 4.910 -2.549 0.112
H 2.356 4.422 -4.223 0.110
H 4.510 3.607 -2.189 0.073
H 4.690 4.851 -3.431 0.079
H 4.502 3.156 -3.889 0.072
H 0.063 -0.369 -4.410 0.121
H 0.527 -4.419 0.505 0.118
H -0.268 0.719 4.208 0.120
H -0.236 -5.102 2.608 0.116
H -0.083 -4.592 4.269 0.110
H 2.261 -4.878 2.305 0.069
H 1.870 -5.987 3.622 0.079
H 2.409 -4.343 3.974 0.074
H -0.825 -2.818 5.406 0.112
H -0.996 -1.086 5.327 0.111
H 1.626 -2.615 5.785 0.072
H 0.763 -1.634 6.972 0.079
H 1.542 -0.869 5.582 0.067
H -0.844 -2.350 -5.031 0.113
H -0.746 -4.050 -4.664 0.112
H 1.716 -2.310 -5.248 0.066
H 0.918 -3.346 -6.437 0.079
H 1.708 -4.056 -5.027 0.071
H -0.141 -5.505 -3.083 0.110
H -0.298 -5.570 -1.347 0.116
H 2.368 -5.270 -2.844 0.073
H 1.766 -6.764 -2.122 0.079
H 2.201 -5.394 -1.097 0.069
H 1.044 3.133 -5.472 0.111
H 0.136 1.647 -5.469 0.113
H 3.193 1.845 -5.696 0.072
H 2.085 1.473 -7.020 0.079
H 2.290 0.334 -5.685 0.065
S -1.977 0.462 -0.208 0.734
C -2.035 2.207 0.174 -0.616
C -2.771 2.610 1.285 -0.115
C -2.825 3.953 1.624 -0.073
C -2.145 4.896 0.863 -0.077
C -1.425 4.492 -0.251 -0.069
C -1.374 3.150 -0.605 -0.112
H -3.292 1.873 1.881 0.106
H -3.402 4.263 2.485 0.109
H -2.190 5.943 1.131 0.107
H -0.909 5.222 -0.861 0.110
H -0.838 2.842 -1.493 0.096
```